Molecular formula: C24H32N4O4
Method: DFT, ωB97M-V/def2-TZVPD

As for the LUMO energy: 0.71 eV. The largest force on an atom comes out at 1.00 eV Å⁻¹. For the highest occupied orbital energy, the calculation gives -9.15 eV. Its spin multiplicity is 1. For the orbital gap, the calculation gives 9.86 eV.

```
64
Properties=species:S:1:pos:R:3:forces:R:3:lowdin_charge:R:1
C -0.99183 -4.22567 0.61213 0.045 -0.034 -0.250 -0.059
C -0.07170 -4.47778 -0.57951 0.186 -0.058 0.152 -0.421
C 0.61272 -5.83645 -0.43480 -0.173 0.219 -0.161 -0.081
C 0.99577 -3.38775 -0.72334 -0.310 0.004 -0.132 -0.121
C 0.42366 -1.98960 -0.97958 -0.072 -0.023 0.123 -0.184
N 1.40503 -1.16014 -1.64583 0.051 -0.256 -0.068 0.135
C 1.65181 0.11952 -1.31870 -0.023 -0.083 -0.124 -0.391
O 1.07826 0.70834 -0.41623 0.206 0.373 -0.038 0.075
C 2.68496 0.73114 -2.16912 0.468 0.862 -0.181 -0.146
N 3.34820 -0.00988 -3.10947 -0.019 -0.330 -0.047 0.113
C 4.23874 0.78060 -3.63142 0.075 -0.052 -0.120 -0.163
N 4.19152 2.01664 -3.08340 -0.107 0.108 0.096 0.139
C 3.19013 2.01826 -2.15407 -0.236 -0.599 0.218 -0.091
C 3.01421 3.21464 -1.28512 0.075 0.145 -0.029 -0.394
O 4.00116 3.65884 -0.71515 0.258 -0.037 -0.003 0.065
N 1.80114 3.78269 -1.21042 -0.047 0.085 0.067 -0.037
C 0.64091 3.44752 -2.00093 -0.394 -0.363 -0.174 -0.130
C -0.56751 3.16679 -1.10733 0.059 0.301 -0.061 -0.145
C -0.83475 4.33966 -0.16448 -0.070 -0.267 0.231 -0.387
C -2.00406 4.03603 0.76655 0.162 0.171 -0.249 -0.069
C 0.44137 4.61729 0.63018 -0.088 0.205 -0.387 -0.139
C 1.60028 4.90597 -0.31823 0.222 0.142 0.478 -0.128
C 0.03405 -1.32628 0.35210 -0.014 -0.404 -0.080 -0.499
O 0.67042 -1.42759 1.36427 -0.012 -0.011 0.095 0.129
O -1.16470 -0.75336 0.24504 -0.306 0.061 -0.221 0.008
C -1.66845 -0.10214 1.41890 0.080 0.056 0.299 -0.108
C -2.38099 -1.09381 2.29991 0.076 0.092 -0.106 -0.203
C -3.68698 -1.46780 2.00840 0.076 0.047 0.029 -0.040
C -4.32856 -2.42386 2.77516 -0.121 -0.040 -0.050 -0.085
C -3.66856 -3.01702 3.83811 -0.029 -0.067 0.029 -0.091
C -2.36598 -2.65101 4.13083 0.029 -0.033 0.082 -0.078
C -1.72285 -1.69431 3.36503 -0.011 0.062 0.011 -0.037
H -0.41033 -4.09013 1.52078 0.060 0.024 0.151 0.090
H -1.66302 -5.06983 0.75585 -0.102 -0.058 0.030 0.082
H -1.59998 -3.33785 0.46228 -0.142 0.111 0.081 0.070
H -0.67861 -4.49091 -1.49317 0.026 0.014 0.000 0.136
H 1.25739 -6.03914 -1.28723 0.108 -0.074 -0.071 0.074
H -0.12706 -6.63058 -0.36900 -0.046 -0.123 0.027 0.075
H 1.21876 -5.85685 0.46783 0.101 -0.034 0.134 0.083
H 1.65016 -3.64972 -1.55873 0.042 0.002 -0.016 0.119
H 1.60321 -3.34554 0.18323 0.090 0.010 -0.040 0.130
H -0.48097 -2.04902 -1.60292 0.132 -0.031 0.159 0.162
H 1.95663 -1.55533 -2.39538 -0.021 0.042 0.076 0.128
H 4.92535 0.50220 -4.40547 0.189 0.037 -0.163 0.121
H 4.80360 2.79806 -3.25896 -0.007 -0.075 0.022 0.168
H 0.85917 2.57861 -2.62193 -0.012 0.143 -0.002 0.119
H 0.42059 4.30206 -2.65830 0.015 -0.104 -0.009 0.132
H -1.43742 2.97643 -1.73850 -0.064 -0.022 -0.033 0.123
H -0.35969 2.27127 -0.52242 -0.083 0.021 -0.034 0.093
H -1.07985 5.22841 -0.76011 0.037 0.023 0.000 0.140
H -1.77574 3.17197 1.38610 0.011 -0.131 0.108 0.068
H -2.90419 3.82302 0.19415 -0.148 -0.047 -0.015 0.077
H -2.20390 4.88335 1.41866 -0.069 0.059 0.117 0.077
H 0.30060 5.46845 1.29830 0.004 0.017 0.064 0.119
H 0.68633 3.74027 1.23126 0.025 -0.045 0.102 0.130
H 2.53070 5.06275 0.22989 -0.139 0.062 -0.138 0.122
H 1.38287 5.80126 -0.91533 0.040 -0.021 0.033 0.134
H -0.82752 0.35958 1.94451 -0.153 0.028 -0.070 0.134
H -2.35338 0.66247 1.04547 0.106 -0.078 0.045 0.126
H -4.19882 -1.00825 1.17491 -0.063 0.059 -0.092 0.115
H -5.34440 -2.70794 2.54203 -0.082 -0.021 -0.012 0.101
H -4.16890 -3.76495 4.43565 -0.039 -0.056 0.049 0.100
H -1.84739 -3.11447 4.95708 0.045 -0.038 0.072 0.103
H -0.70162 -1.41915 3.57996 0.104 0.031 -0.005 0.113
```
Positions in Å, forces in eV/Å.

Molecular formula: C24H33ClIrN6O3STe
Method: DFT, ωB97M-V/def2-TZVPD

As for the LUMO energy (alpha / beta): -5.56 / -7.18 eV. The largest force on an atom comes out at 0.17 eV Å⁻¹. For the highest occupied orbital energy (alpha / beta), the calculation gives -12.63 / -12.80 eV. Its spin multiplicity is 2. For the orbital gap (alpha / beta), the calculation gives 7.08 / 5.62 eV. The total charge is +2.

```
70
Properties=species:S:1:pos:R:3:forces:R:3:lowdin_charge:R:1
Ir -0.28902 -0.67742 0.16568 0.104 0.076 -0.040 1.156
N 3.19856 -0.15885 -2.33502 -0.015 0.040 0.001 0.094
C 2.13553 0.03562 -1.51630 0.044 -0.064 0.034 -0.791
S 2.02320 -0.98852 -0.06087 0.015 -0.045 0.023 0.567
N 1.23674 0.90543 -1.81495 -0.058 0.030 -0.061 0.035
N 0.25667 0.98771 -0.82547 0.043 -0.151 0.013 -0.186
C -0.14401 2.16116 -0.50722 -0.040 0.116 -0.052 -0.047
C -0.88435 2.44912 0.69926 -0.080 0.009 0.145 -0.175
C -1.55821 3.67499 0.79402 0.020 -0.036 -0.012 -0.017
C -2.16107 4.06858 1.96842 -0.010 0.025 0.003 -0.062
C -2.06145 3.24576 3.08877 -0.008 -0.002 0.023 -0.044
C -1.38311 2.04240 3.02973 0.003 0.004 -0.043 -0.006
C -0.79643 1.61290 1.83912 0.058 -0.050 0.023 -0.379
O -0.10786 0.45334 1.85368 -0.077 0.039 -0.084 -0.444
H 3.99693 -0.65431 -1.97970 -0.009 -0.016 -0.003 0.085
H 3.37609 0.55300 -3.02800 0.013 -0.004 0.004 0.116
H 0.18217 2.98059 -1.14295 0.006 -0.004 -0.009 0.153
H -1.59811 4.31637 -0.07864 0.002 -0.001 -0.001 0.125
H -2.69060 5.00895 2.02270 -0.001 -0.001 0.008 0.114
H -2.52122 3.54825 4.02075 -0.002 0.007 -0.004 0.118
H -1.31209 1.39986 3.89801 0.002 -0.004 0.001 0.123
N 1.74300 -5.32275 -0.58025 0.009 0.013 0.000 0.239
C 0.70017 -4.22165 -0.45693 -0.025 -0.003 -0.028 -0.307
C -0.23129 -4.56203 0.69370 0.018 -0.006 0.009 -0.087
C -1.40947 -3.59098 0.79918 -0.025 0.015 -0.009 -0.304
N -1.00532 -2.27963 1.37110 0.003 0.088 0.028 -0.033
C -2.10432 -3.40434 -0.54843 -0.006 -0.027 0.009 -0.084
C -1.16569 -3.08072 -1.70802 0.043 0.017 0.017 -0.296
N -0.64985 -1.68728 -1.64547 -0.021 -0.024 -0.111 -0.041
C -0.02882 -4.10250 -1.78369 -0.019 -0.004 0.014 -0.088
H 2.29318 -5.41565 0.27634 -0.003 -0.010 0.003 0.179
H 2.39055 -5.12832 -1.34771 0.001 0.000 0.003 0.179
H 1.30276 -6.22780 -0.76763 -0.002 0.000 -0.003 0.179
H 1.27136 -3.31560 -0.25704 0.012 0.003 0.002 0.045
H 0.31487 -4.59615 1.64185 -0.001 -0.003 -0.001 0.134
H -0.65514 -5.55950 0.53261 -0.001 0.001 0.003 0.142
H -2.12663 -4.04048 1.48901 -0.002 0.000 -0.005 0.159
H -0.43175 -2.41025 2.20127 -0.001 -0.045 -0.004 0.117
H -1.85926 -1.81824 1.69900 -0.009 -0.013 -0.013 0.105
H -2.88581 -2.64998 -0.46163 0.006 0.006 0.002 0.087
H -2.61848 -4.33787 -0.79087 -0.001 0.004 0.004 0.145
H -1.73912 -3.16923 -2.63278 0.003 -0.005 -0.005 0.164
H -1.40620 -1.07180 -2.00877 0.009 -0.009 0.049 0.071
H 0.13529 -1.58975 -2.28694 -0.003 0.007 0.009 0.097
H 0.66632 -3.83477 -2.58541 0.002 0.013 0.001 0.135
H -0.47295 -5.06853 -2.04899 0.007 -0.002 0.006 0.143
Cl -5.09777 -1.30538 0.75141 0.000 0.008 -0.006 0.612
C -4.55580 0.15116 -0.13717 0.006 -0.009 0.044 -0.435
C -3.13373 -0.07979 -0.60896 -0.014 0.000 -0.107 -0.679
O -2.87670 -0.16218 -1.80643 0.006 0.023 0.074 0.038
O -2.28673 -0.21340 0.35758 0.002 -0.034 0.038 -0.209
H -4.60506 0.99041 0.55157 -0.004 0.005 -0.005 0.087
H -5.21660 0.29447 -0.98386 0.005 0.002 -0.006 0.089
C 4.56559 0.78337 2.46001 -0.074 -0.037 0.020 -0.391
Te 2.47733 0.54074 2.80402 -0.005 0.095 0.049 1.607
C 2.29343 2.57274 2.21857 0.014 -0.122 -0.039 -0.341
C 3.68952 3.08307 1.97685 -0.023 0.048 -0.011 -0.277
C 3.88775 4.42115 1.64125 -0.008 -0.025 0.004 -0.027
C 5.16381 4.89218 1.39434 0.004 0.028 -0.011 -0.055
C 6.25239 4.03193 1.48013 0.021 0.002 -0.002 -0.056
C 6.06126 2.70453 1.81687 -0.025 -0.004 0.005 -0.029
C 4.77774 2.22448 2.06952 0.040 -0.026 -0.010 -0.288
H 4.87249 0.07930 1.68606 0.015 0.011 -0.006 0.059
H 5.07879 0.51779 3.38528 0.021 0.006 -0.006 0.069
H 1.75329 3.10637 3.00024 0.012 0.002 0.007 0.084
H 1.67756 2.57616 1.31967 0.007 0.040 0.020 0.052
H 3.03966 5.09203 1.57934 0.000 0.005 -0.001 0.123
H 5.31414 5.93219 1.13876 -0.002 0.000 0.002 0.115
H 7.25114 4.40185 1.29263 0.000 -0.002 -0.001 0.115
H 6.91088 2.03764 1.89589 0.003 -0.001 0.002 0.122
```
Positions in Å, forces in eV/Å.

spin multiplicity of number 1 (C24H32N4O4)?
1